[1]
{
  "formula": "C18H36O18",
  "method": "ωB97M-V/def2-TZVPD",
  "max_force_ev_per_a": 2.33,
  "orbital_gap_ha": 0.414,
  "smiles": "COC(=O)OC.COC(=O)OC.COC(=O)OC.COC(=O)OC.COC(=O)OC.COC(=O)OC",
  "total_charge": 0,
  "e_above_lowest_ev": 1.581,
  "elements": ["C", "O", "C", "O", "O", "C", "H", "H", "H", "H", "H", "H", "C", "O", "C", "O", "O", "C", "H", "H", "H", "H", "H", "H", "C", "O", "C", "O", "O", "C", "H", "H", "H", "H", "H", "H", "C", "O", "C", "O", "O", "C", "H", "H", "H", "H", "H", "H", "C", "O", "C", "O", "O", "C", "H", "H", "H", "H", "H", "H", "C", "O", "C", "O", "O", "C", "H", "H", "H", "H", "H", "H"],
  "coordinates": [[10.19931, 12.23312, 1.50233], [9.77863, 13.53587, 1.17874], [10.64281, 14.45290, 0.80812], [11.82498, 14.30499, 0.63247], [9.99379, 15.59579, 0.67790], [10.74048, 16.77965, 0.40339], [10.71246, 12.13068, 2.46390], [11.03371, 11.94008, 0.85493], [9.36052, 11.55776, 1.39577], [11.22639, 17.02501, 1.35178], [10.05637, 17.59171, 0.17141], [11.47202, 16.68708, -0.39272], [13.90840, 15.53466, -2.78774], [12.96620, 16.49970, -2.30406], [12.43694, 17.34428, -3.14954], [12.73397, 17.44082, -4.30907], [11.59172, 18.14786, -2.53675], [10.85383, 19.11068, -3.27146], [13.31272, 14.66177, -3.05720], [14.63680, 15.35235, -2.00802], [14.38558, 15.83755, -3.71949], [11.31993, 19.62561, -4.11135], [10.46086, 19.82342, -2.55352], [10.04705, 18.53222, -3.73918], [10.37007, 8.77718, 1.65171], [10.06820, 7.42632, 1.40209], [10.39780, 6.53712, 2.33950], [10.57276, 6.79288, 3.49920], [10.59769, 5.36899, 1.74806], [10.79834, 4.20139, 2.49782], [11.40139, 9.09128, 1.51410], [9.98563, 9.07900, 2.63095], [9.69985, 9.38232, 1.04005], [10.15285, 4.16653, 3.37654], [11.85275, 4.04488, 2.73021], [10.51511, 3.32785, 1.90713], [9.24885, 13.24109, -8.41344], [8.87203, 12.77723, -7.12329], [8.60614, 13.74302, -6.25260], [8.71886, 14.92028, -6.44467], [8.19905, 13.16796, -5.13204], [7.42030, 13.92466, -4.21789], [10.21978, 13.73607, -8.36909], [8.55166, 13.99416, -8.78235], [9.28923, 12.42932, -9.13163], [7.64122, 14.98854, -4.28115], [7.49694, 13.40492, -3.27035], [6.35334, 13.90840, -4.47137], [11.33176, 10.33486, -1.59033], [10.51579, 11.45682, -1.76351], [10.96113, 12.53095, -2.40860], [12.07112, 12.66663, -2.84165], [9.96522, 13.41429, -2.47504], [10.34361, 14.70225, -2.94482], [12.40892, 10.37863, -1.76103], [11.07715, 9.50087, -2.25396], [11.12701, 9.96550, -0.59147], [10.99835, 15.13998, -2.18867], [9.44991, 15.31770, -2.95936], [10.84883, 14.69180, -3.90948], [11.10650, 7.97839, -4.71033], [9.71126, 8.08981, -4.82816], [9.03658, 6.97506, -4.54260], [9.53123, 5.95428, -4.14535], [7.77098, 7.18237, -4.84549], [6.82902, 6.20333, -4.40318], [11.73921, 8.81624, -5.01387], [11.52545, 7.21600, -5.37141], [11.42968, 7.79984, -3.68513], [6.79196, 6.09533, -3.32045], [7.22923, 5.25802, -4.78474], [5.84840, 6.36743, -4.83127]],
  "atomic_forces_ev_per_a": [[1.9139, -0.5429, -0.4334], [-1.3122, -0.1835, 0.5233], [1.0000, 0.4376, -0.0779], [0.1834, -0.2991, -0.0374], [-1.0719, 0.2249, -0.5287], [0.5363, 0.2345, 0.8724], [-0.7397, 0.4827, 0.4263], [-0.4391, -0.0717, -0.4814], [-0.1148, 0.1562, 0.0667], [0.3133, 0.2293, -0.2816], [-0.3013, -0.3223, -0.0756], [-0.0173, -0.3156, 0.0313], [-0.5064, -0.3913, -0.9842], [0.1574, -0.0466, 1.2816], [0.7940, 0.7259, -1.3727], [-0.1320, -0.1356, -0.7514], [0.1034, 0.3272, 1.3622], [-1.1472, -0.6658, -0.8932], [0.3454, -0.3065, 0.4009], [-0.1483, -0.0619, 0.1281], [0.0596, 0.4679, 0.2343], [0.8043, -0.1977, 0.3924], [0.0378, -0.0788, 0.0331], [-0.2456, 0.4462, 0.1267], [-1.6991, 1.2693, 0.9687], [0.2535, -0.3495, -0.9342], [0.9616, 0.2262, 0.5761], [-0.1899, -0.2136, 0.1890], [-0.5686, 0.1374, -1.1241], [-0.0808, -1.0652, 0.6455], [0.1579, -0.4765, -0.0131], [0.6546, -0.3152, 0.3450], [0.3217, -0.3467, -0.6775], [0.3484, 0.2699, 0.1873], [-0.0689, 0.3778, 0.3326], [-0.1210, 0.3978, -0.4011], [0.3666, 0.9071, -0.4550], [0.0154, -0.4199, -0.4032], [-0.1292, -0.0466, 0.1176], [-0.0611, 0.5019, -0.1388], [-0.2631, -0.6047, 0.2204], [-0.9937, 0.2816, -0.3233], [0.0682, -0.1293, 0.0425], [-0.1468, -0.0959, 0.1214], [-0.0788, -0.3583, 0.4034], [0.6068, -0.1183, 0.5431], [0.4279, 0.5131, 0.2448], [0.0806, -0.4504, -0.3978], [0.6029, -1.8929, -0.0177], [-0.5691, 0.3732, -0.1175], [0.1425, -0.1431, -0.0283], [0.2060, 0.1563, -0.1915], [-0.0605, -0.4220, -0.0258], [0.3687, 0.6775, 0.6566], [-0.0610, 1.1635, 0.2348], [-0.6748, 0.3842, -0.1769], [0.1937, 0.1099, 0.1100], [0.1667, 0.0113, -0.1978], [-0.1243, -0.2187, -0.2163], [-0.1462, -0.1809, -0.0377], [2.0254, -0.6132, 0.0326], [0.0251, 0.9236, -0.3003], [0.5832, -0.3846, -0.2659], [-0.2005, -0.0974, 0.2618], [-1.1064, 0.9515, 0.2845], [1.0619, -1.5089, -0.3470], [-1.3066, 0.8847, -0.1523], [-0.4380, -0.5253, 0.3134], [-0.2889, -0.4500, 0.0406], [-0.0039, 0.4211, 0.0469], [-0.4446, -0.1518, 0.1373], [0.1132, 0.5269, -0.0748]]
}

[2]
{
  "formula": "C18H36O18",
  "method": "ωB97M-V/def2-TZVPD",
  "max_force_ev_per_a": 11.54,
  "orbital_gap_ha": 0.398,
  "smiles": "COC(=O)OC.COC(=O)OC.COC(=O)OC.COC(=O)OC.COC(=O)OC.COC(=O)OC",
  "total_charge": 0,
  "e_above_lowest_ev": 9.323,
  "elements": ["C", "O", "C", "O", "O", "C", "H", "H", "H", "H", "H", "H", "C", "O", "C", "O", "O", "C", "H", "H", "H", "H", "H", "H", "C", "O", "C", "O", "O", "C", "H", "H", "H", "H", "H", "H", "C", "O", "C", "O", "O", "C", "H", "H", "H", "H", "H", "H", "C", "O", "C", "O", "O", "C", "H", "H", "H", "H", "H", "H", "C", "O", "C", "O", "O", "C", "H", "H", "H", "H", "H", "H"],
  "coordinates": [[36.43200, 34.09700, 49.66000], [36.38000, 35.21900, 50.48700], [37.13600, 36.29400, 50.08200], [37.98500, 36.30700, 49.21100], [37.11200, 37.28000, 50.97400], [37.87400, 38.49100, 50.73000], [37.39400, 33.80800, 49.69600], [36.18000, 34.45800, 48.74100], [35.73400, 33.29800, 50.17600], [38.96700, 38.43100, 50.92100], [37.53100, 39.12300, 51.43800], [37.74000, 38.80900, 49.72200], [38.26300, 35.44000, 53.52800], [39.28800, 35.15400, 54.55800], [39.10700, 35.37400, 55.82000], [38.09300, 35.77800, 56.35300], [40.27700, 35.13700, 56.44700], [40.35100, 35.51100, 57.82100], [38.26500, 36.58700, 53.34000], [37.33200, 34.96700, 53.85700], [38.47900, 35.13000, 52.48200], [39.52400, 35.20300, 58.27000], [40.50100, 36.64000, 57.74300], [41.42000, 35.32700, 58.02400], [33.62700, 35.07200, 47.16500], [34.52400, 35.99900, 47.82000], [34.21200, 37.25700, 47.87500], [33.13700, 37.72000, 47.29900], [35.09100, 38.03300, 48.55800], [34.71400, 39.46700, 48.79300], [33.03500, 34.57400, 47.62600], [34.13600, 34.50000, 46.52100], [33.07700, 35.62900, 46.42100], [35.55100, 40.11200, 49.28100], [33.78600, 39.43600, 49.27500], [34.60000, 40.00500, 47.84700], [41.74300, 40.31100, 50.17300], [42.00200, 39.36000, 49.12100], [40.93800, 39.03300, 48.30600], [39.83200, 39.61900, 48.59300], [41.08700, 38.16300, 47.33100], [40.00000, 37.44800, 46.64700], [40.79500, 40.09300, 50.80100], [41.79600, 41.30300, 49.92200], [42.76400, 40.30300, 50.76700], [39.11100, 38.13000, 46.28600], [39.41900, 36.59400, 47.21300], [40.30100, 37.25000, 45.68700], [39.28000, 30.81600, 49.79600], [38.20900, 29.96700, 49.27900], [37.19000, 30.37300, 48.62400], [37.04700, 31.47500, 48.26000], [36.09900, 29.48100, 48.66200], [34.86700, 29.68200, 47.94800], [40.29300, 30.35400, 49.90100], [38.91200, 30.89000, 50.85900], [39.30700, 31.70800, 49.22200], [34.78500, 30.42700, 47.08600], [34.16300, 30.01700, 48.65200], [34.16500, 28.73000, 47.78800], [38.05200, 42.31800, 48.76400], [37.52300, 43.34000, 49.56900], [37.35600, 43.04500, 50.94100], [37.73700, 41.84700, 51.32800], [36.70500, 43.89300, 51.78200], [36.38400, 43.54400, 53.04600], [38.21500, 42.70600, 47.76800], [37.27100, 41.52900, 48.50700], [38.96800, 41.66700, 49.20600], [37.28500, 43.62600, 53.70800], [36.02100, 42.46600, 53.15200], [35.68900, 44.20700, 53.43800]],
  "atomic_forces_ev_per_a": [[-2.9168, -1.3143, 2.8932], [0.0760, 3.6615, 1.1611], [2.2695, -0.5421, 0.8092], [-1.2389, -0.8040, -0.5402], [-1.0568, -0.3088, 0.6320], [1.4936, -2.3867, -1.3148], [3.2784, -1.7563, -0.3604], [-1.0073, -0.1191, -2.8662], [1.3053, 1.6544, -1.4945], [-0.5882, -0.7807, -0.2772], [-1.4367, 2.3140, 1.9365], [-0.1475, 0.3627, -0.6064], [0.1043, 2.1056, 0.2742], [0.4296, -0.7402, -3.2943], [-0.7174, 0.9837, 1.3697], [0.5406, -0.3451, -0.1463], [-0.4758, -0.6873, -1.0948], [5.0230, 4.1943, -3.8279], [-0.6563, -1.8455, 1.0141], [0.0352, 0.6946, -0.1488], [0.7926, -0.7820, 1.1977], [-2.9344, -1.3830, 2.8867], [-1.2255, -0.9403, 0.7566], [-0.9416, -1.2430, 0.9888], [5.0154, 8.5924, -5.8509], [0.8856, -1.4124, 1.0029], [-5.1010, 3.9770, -2.3235], [4.5111, -1.4462, 2.6188], [-0.1823, -0.0838, -0.2416], [2.1076, 0.2260, -1.3531], [-6.7894, -5.5878, 6.9834], [2.8634, -2.4609, -1.6602], [-0.6191, 0.6109, 0.1852], [-1.2851, -2.1226, -0.1627], [-1.1103, 0.3012, 1.0366], [-0.2616, -0.5920, -0.1834], [1.3661, -2.5066, 2.8983], [-0.5631, -1.1643, -2.0156], [-4.9378, 3.3510, 2.7906], [3.3314, -2.2614, -1.6410], [0.9058, -0.6819, 0.3311], [-4.3648, 1.6825, 1.9352], [1.8394, 0.1693, -1.1283], [-0.7589, 2.3845, -1.6935], [-2.2249, -0.7718, -0.5919], [1.5670, -0.4516, 1.6009], [1.9828, 1.6667, -0.6872], [1.8178, -1.3542, -1.7771], [-1.2419, -0.8501, 1.9462], [2.1487, -3.4314, 0.6311], [-3.2450, -0.5656, 1.0083], [-0.3705, 3.2716, -2.0773], [1.7807, -0.8797, -0.5850], [-1.8281, -0.3355, -0.7635], [-1.1931, -0.3109, -0.8940], [0.7059, 0.8920, -0.9902], [0.0458, 0.9480, -0.1435], [0.9293, -1.3246, 1.0192], [-0.5937, 1.5879, 1.3866], [2.8506, 1.0068, -0.5446], [0.8019, -3.8899, 0.0115], [-1.0749, 1.6465, 3.8484], [1.4125, -6.7171, 0.5531], [-1.7648, 5.7637, -1.2035], [1.4067, 0.7932, -5.7052], [1.7360, -3.7094, 2.9650], [0.6462, 0.7150, 0.1689], [0.6201, 0.7731, 0.9056], [-2.0992, 2.0658, -0.9923], [-0.5725, -0.1996, -0.4765], [0.3786, 1.4186, -0.3570], [-1.4792, 1.2752, 0.2677]]
}

- Which formula does entry 1 have?
  C18H36O18

- Number 1 is which compound?
  C18H36O18